Arrangement a

Molecular formula: C3H5ClS2
Method: DFT, the ωB97M-V functional and the def2-TZVPD basis

The net charge is 0. As for the spin multiplicity: 1. The calculation puts the highest occupied orbital energy at -9.1125 eV. The value obtained for the HOMO-LUMO gap is 8.52 eV.

CARTESIAN COORDINATES (ANGSTROEM)
Cl 2.16168 1.88179 1.01140
S -1.85274 0.04814 -1.38098
S -0.59859 -2.23177 -0.07519
C 1.11528 0.66334 0.04037
C -0.17223 0.37101 0.78946
C -0.91163 -0.52640 -0.19703
H 0.92614 1.14697 -0.90664
H 1.74292 -0.20220 -0.11608
H -0.81455 1.30906 0.85596
H -0.03396 -0.16382 1.72973
H 0.46366 -2.18999 0.74501

These are the natural (NBO) partial charges, in e, on atoms 1 to 2: Cl -0.12; S 0.05

***

Arrangement b

Molecular formula: C3H5ClS2
Method: DFT, the ωB97M-V functional and the def2-TZVPD basis

The net charge is 0. As for the spin multiplicity: 1. The calculation puts the highest occupied orbital energy at -8.8546 eV. The value obtained for the HOMO-LUMO gap is 8.39 eV.

CARTESIAN COORDINATES (ANGSTROEM)
Cl 2.36939 -0.16999 -0.04672
S -0.63404 -1.97449 0.25134
S -1.33942 1.28391 -1.96093
C -0.40489 -0.09005 0.28175
C -0.28892 0.36942 -1.12694
C 0.95061 0.47876 0.85023
H 0.58133 0.05667 -1.55707
H 1.18010 -0.05114 1.78362
H -1.19214 0.36702 0.82101
H 0.73545 1.63838 0.86629
H -1.95747 -1.90848 -0.16258

These are the natural (NBO) partial charges, in e, on atoms 1 to 2: Cl -0.05; S -0.04

***

The data favor arrangement a; the next most stable structure lies 1.079 eV above it.

***

Arrangement a

Molecular formula: C6H13N
Method: DFT, the ωB97M-V functional and the def2-TZVPD basis

The net charge is +1. As for the spin multiplicity: 2. The calculation puts the highest occupied orbital energy (spin up / spin down) at -14.9291 / -14.9336 eV. The value obtained for the HOMO-LUMO gap (spin up / spin down) is 11.12 / 7.11 eV.

CARTESIAN COORDINATES (ANGSTROEM)
N 1.28953 -1.86864 -0.31296
C -0.65704 -0.38780 0.07281
C -0.76948 -2.25251 -1.56893
C 0.39433 2.67723 0.03346
C -0.04996 -1.42178 -0.57846
C -0.21594 1.94002 1.21458
C 0.01986 0.38144 1.22229
H -1.09138 -3.21972 -1.04720
H -1.27916 2.15195 1.28418
H 1.35991 -2.25397 0.64385
H 0.31552 2.31920 2.14282
H -1.71209 -1.74482 -1.81149
H 1.48327 2.60990 -0.15351
H 0.16410 -0.09690 2.20808
H 0.05314 3.70478 -0.11862
H 1.72946 -2.58780 -0.91369
H -0.13322 2.27473 -0.87564
H -0.31606 -2.41204 -2.53309
H -1.68459 -0.05815 0.04479
H 1.09980 0.24489 1.04674

These are the natural (NBO) partial charges, in e, on atoms 1 to 2: N -0.67; C 0.06

***

Arrangement b

Molecular formula: C6H13N
Method: DFT, the ωB97M-V functional and the def2-TZVPD basis

The net charge is +1. As for the spin multiplicity: 2. The calculation puts the highest occupied orbital energy (spin up / spin down) at -13.6021 / -16.0140 eV. The value obtained for the HOMO-LUMO gap (spin up / spin down) is 7.59 / 9.49 eV.

CARTESIAN COORDINATES (ANGSTROEM)
N 0.44921 2.40524 0.27191
C 0.09051 1.15820 0.81036
C -1.19614 0.15573 -0.97725
C -0.22646 -0.13068 0.13054
C 1.93400 -1.08423 1.08951
C 0.36844 -1.23034 0.88558
C -1.45741 -1.00405 -1.99393
H 0.79140 2.19374 -0.67187
H -0.74243 2.04570 0.59775
H -2.17621 0.41145 -0.55231
H 2.17669 -0.04731 1.33687
H -0.04139 -1.39723 1.89672
H 0.24051 1.10091 1.88928
H -0.86010 -0.86952 -2.89699
H -2.50923 -1.17424 -2.21570
H 2.51852 -1.27207 0.18865
H 0.34444 -2.20403 0.38452
H -1.07857 -1.90252 -1.49559
H 2.24241 -1.78209 1.86499
H -0.80991 1.04407 -1.46950

These are the Mulliken partial charges, in e, on atoms 1 to 2: N -0.39; C -0.89

***

The data favor arrangement a; the next most stable structure lies 2.662 eV above it.

***

Arrangement a

Molecular formula: C2H4O2
Method: DFT, the ωB97M-V functional and the def2-TZVPD basis

The net charge is 0. As for the spin multiplicity: 1. The calculation puts the highest occupied orbital energy at -10.4549 eV. The value obtained for the HOMO-LUMO gap is 11.30 eV.

CARTESIAN COORDINATES (ANGSTROEM)
O -1.04072 -1.31543 -0.40671
O 1.14929 0.07577 -0.96201
C -0.87159 -0.30018 0.23045
C 0.43434 0.44756 0.17344
H 0.25079 1.53099 0.19059
H 0.74991 -0.76961 -1.23075
H 0.96712 0.19591 1.11147
H -1.63914 0.13501 0.89352

These are the natural (NBO) partial charges, in e, on atoms 1 to 2: O -0.53; O -0.70

***

Arrangement b

Molecular formula: C2H4O2
Method: DFT, the ωB97M-V functional and the def2-TZVPD basis

The net charge is 0. As for the spin multiplicity: 1. The calculation puts the highest occupied orbital energy at -10.1195 eV. The value obtained for the HOMO-LUMO gap is 10.79 eV.

CARTESIAN COORDINATES (ANGSTROEM)
O 1.63091 -1.00716 1.39387
O -1.05133 0.77044 -1.01998
C 1.55126 0.25884 1.54787
C -1.53599 -0.22823 -1.47744
H 2.29399 0.74199 2.26399
H 0.81421 0.81142 0.90972
H -1.06960 -1.05418 -2.03799
H -2.63344 -0.29312 -1.58004

These are the natural (NBO) partial charges, in e, on atoms 1 to 2: O -0.52; O -0.50

***

Arrangement c

Molecular formula: C2H4O2
Method: DFT, the ωB97M-V functional and the def2-TZVPD basis

The net charge is 0. As for the spin multiplicity: 1. The calculation puts the highest occupied orbital energy at -10.3900 eV. The value obtained for the HOMO-LUMO gap is 10.73 eV.

CARTESIAN COORDINATES (ANGSTROEM)
O -1.17092 -0.89178 -0.23787
O 1.41805 -0.91162 0.05905
C 0.86461 0.20156 -0.21621
C -0.59683 0.29313 0.16193
H -0.72628 0.66912 1.18297
H -0.44527 -1.59412 0.19800
H -0.83988 1.09051 -0.56605
H 1.49653 1.14321 -0.58183

These are the natural (NBO) partial charges, in e, on atoms 1 to 2: O -0.69; O -0.55

***

The data favor arrangement a; the next most stable structure lies 1.080 eV above it.